Record 1
14
Properties=species:S:1:pos:R:3:mulliken_spin:R:1 method="wB97M-V/def2-TZVPD" spin_multiplicity=5 relative_energy_ev=2.564
O -0.2786 1.4787 2.5123 0.07
C 1.0529 1.5391 2.2692 0.15
O 1.1094 2.4094 1.2250 -0.02
Cr -0.4976 1.4789 0.5241 3.44
H 1.1977 -0.1673 2.0158 0.60
N 0.2023 -0.4854 0.4654 -0.21
S -0.9324 -0.8531 -0.4909 -0.02
O -1.7719 -2.0389 -0.2450 -0.02
O -1.7293 0.4228 -0.7533 -0.05
C -0.2572 -1.2242 -2.1942 0.01
F 0.5116 -2.3089 -2.1351 0.00
F 0.4770 -0.2111 -2.6383 0.00
F -1.2370 -1.4516 -3.0633 0.00
H 2.1532 1.4117 2.5083 0.02



Record 2
6
Properties=species:S:1:pos:R:3:lowdin_charge:R:1 method="wB97M-V/def2-TZVPD" spin_multiplicity=1 relative_energy_ev=0.000
C 0.4466 1.0510 -0.4679 -0.20
H 1.5176 0.9848 -0.6866 0.02
H -0.0400 2.0227 -0.5796 0.00
C -0.2903 0.0321 -0.0286 -0.30
F 0.5961 -1.1864 0.1886 -0.36
Cs -2.2300 -2.9041 1.5741 0.84



Record 3
9
Properties=species:S:1:pos:R:3:lowdin_charge:R:1 method="wB97M-V/def2-TZVPD" spin_multiplicity=1 e_tot_ev=-10323.6670 total_charge=+2
F 0.8300 -0.4750 0.5721 0.05
O 2.7760 -2.3407 -0.4925 0.08
C 3.0113 -1.6436 0.6076 -0.15
C 1.5950 -1.5696 0.2485 -0.11
Cs -3.1900 1.2132 0.3009 0.99
H 3.4675 -2.0309 1.5209 0.19
H 0.8846 -2.3837 0.4388 0.18
F 3.0167 -0.2082 -0.0585 -0.15
Li 4.3045 -0.2461 -1.6312 0.92



Record 4
9
Properties=species:S:1:pos:R:3:lowdin_charge:R:1 method="wB97M-V/def2-TZVPD" spin_multiplicity=1 relative_energy_ev=1.139
O 0.7349 1.8237 1.1523 -0.28
S 0.2331 0.5341 1.4003 0.73
O -0.2988 0.2062 2.6820 -0.27
F 1.4625 -0.5885 1.1056 -0.26
C -0.7556 -0.1265 -0.3908 0.02
C -0.0761 -0.2959 -1.5192 -0.23
F -0.6380 -0.8256 -2.5526 0.08
H -1.6475 -0.5920 -0.1077 0.06
H 0.9856 -0.1354 -1.7698 0.14